# C16H12B2KO22

A structure of composition C16H12B2KO22 at a distorted geometry (the ωB97M-V functional and the def2-TZVPD basis, OMol25).

```
! wB97M-V def2-TZVPD RIJCOSX def2/J DEFGRID3
* xyz -1 1
K -1.55764 -2.15113 -1.46200
O 1.25049 -5.69893 0.90158
O 1.37623 3.15922 -2.87827
O 1.50704 -3.60471 2.04053
O -1.13227 -3.30399 3.98946
O -0.82587 3.10277 -2.51088
O -0.55493 -0.97915 0.74709
O 5.45014 2.10347 -3.89918
O -0.19069 0.41516 -1.91241
O -0.17215 -4.73365 -1.87586
O -3.05546 0.22832 -1.21600
O 0.45017 -0.61045 2.78596
O -0.51251 -4.63491 2.36829
O 3.35656 1.80241 -3.48763
O 0.07532 -3.91281 0.08756
O -2.65489 0.34756 -3.47340
O 1.00041 0.55074 1.10124
O 1.84735 1.15576 -1.77639
O 5.53193 2.64986 -1.04730
O 3.38661 2.94059 -1.42186
O 1.58439 -2.68991 3.97548
O 1.61694 -6.90003 -0.83956
O -3.76922 2.01448 -2.25710
C -5.85320 2.15544 -0.91281
C 4.54418 2.70320 -1.82370
C 1.13653 -5.87308 -0.31470
C 0.18027 -0.32684 1.47776
C -3.13797 0.84519 -2.41055
C 2.00499 0.83403 1.97279
C 2.13233 2.36475 2.04800
C -4.33079 2.17632 -0.96493
C 0.99482 -3.24994 3.08094
C 0.61615 1.33469 -1.93962
C 0.38711 -4.78383 -0.75179
C -3.74208 0.88406 -0.25575
C 0.28773 2.60620 -2.46795
C 4.52647 2.10194 -3.09810
C 1.45188 0.22557 3.24180
C -0.32591 -3.75191 3.22785
B 2.51661 2.28505 -2.44895
B 0.56704 -4.46325 1.35287
H 2.20588 -0.33366 3.76726
H 2.89715 0.31784 1.61636
H -6.37385 1.49144 -1.55701
H 2.33327 2.79639 1.12870
H -3.22754 1.14640 0.56826
H -6.22484 2.00733 0.19434
H 1.18626 2.88488 2.47648
H -4.59390 0.36417 0.15337
H -6.17493 3.19233 -1.25616
H -3.96249 3.13601 -0.52839
H 1.01780 1.09550 3.78419
H 2.95312 2.58309 2.70010
*
```

Electronic energy, eV: -79520.867
HOMO, Ha: -0.2858
HOMO-LUMO gap, eV: 9.27
Molar mass, g/mol: 616.97
Max |F|, eV/Å: 10.9